one) 23
Properties=species:S:1:pos:R:3 method="wB97M-V/def2-TZVPD" smiles="CC(C)(O)c1coc([S@@H](=N)=O)c1" orbital_gap_ev=9.45 molar_mass_da=189.236 e_lumo_ev=0.24
C -2.73963 -0.85607 -0.44547
C -1.63683 0.04735 0.34132
C -1.93752 1.44811 -0.05421
O -1.82509 0.00915 1.76589
C -0.27525 -0.40759 0.02638
C 0.17541 -1.67187 -0.20875
O 1.59735 -1.60548 -0.10361
C 1.92994 -0.25344 0.17348
S 3.71986 0.08442 -0.00162
N 3.84140 1.28658 -0.97818
O 4.52779 -0.13738 1.16440
C 0.78424 0.46091 0.15823
H -3.80805 -0.62013 -0.28033
H -2.45719 -0.78488 -1.59019
H -2.70886 -1.81148 0.00457
H -3.10646 1.60262 0.10041
H -1.70985 1.45932 -1.24172
H -1.27105 2.22337 0.49209
H -1.54074 -0.81498 2.11797
H -0.26831 -2.61070 -0.46303
H 4.17263 -0.75997 -1.02004
H 3.80644 2.17550 -0.46063
H 0.72979 1.53667 0.50304

=====

two) 23
Properties=species:S:1:pos:R:3 method="wB97M-V/def2-TZVPD" smiles="CC1(C)C(=O)N2CCS(=O)(=O)[C@H]21" orbital_gap_ev=10.41 molar_mass_da=189.236 e_lumo_ev=0.58
C 2.20831 -0.99775 1.06415
C 1.22799 -0.66231 -0.05474
C 1.28648 -1.49106 -1.27173
C 1.16633 0.78681 -0.43876
O 1.85888 1.49264 -1.12251
N 0.00217 1.01581 0.16482
C -1.12094 1.98064 -0.03051
C -2.38940 1.25505 0.09029
S -2.00660 -0.56129 0.02067
O -1.96947 -1.07804 -1.31367
O -2.89143 -1.17047 0.93848
C -0.38640 -0.29685 0.69050
H 1.88001 -1.81014 1.61344
H 2.31572 -0.12267 1.76789
H 3.14280 -0.98107 0.64199
H 0.92819 -2.57669 -1.03800
H 2.38308 -1.59377 -1.49959
H 0.66724 -1.03964 -1.91564
H -0.85313 2.44582 -1.03740
H -0.92111 2.83007 0.67758
H -2.85254 1.46877 0.93224
H -3.22148 1.32852 -0.68150
H -0.45467 -0.22238 1.80200

=====

Stability, highest: two)

=====

one) 46
Properties=species:S:1:pos:R:3 method="wB97M-V/def2-TZVPD" orbital_gap_ev=4.65 molar_mass_da=704.182 e_lumo_ev=-1.18
Rh -0.51301 -0.11570 0.05754
S -3.05854 -4.28079 -0.95138
Sb -3.09744 -1.99038 -0.67677
S -1.69816 -1.66616 1.31594
S -1.09712 -1.24735 -1.89752
C 1.20324 1.35401 5.16914
C 1.02838 1.64988 3.70779
C 1.57759 2.79269 3.10405
C 1.39917 3.04366 1.74061
C 0.65819 2.09574 1.10324
Br 0.84209 1.73777 -1.05836
N 0.15511 1.05460 1.60459
C 0.31036 0.77500 2.89940
H 1.96043 1.99990 5.61067
H 1.50638 0.31894 5.32387
H 0.26954 1.51128 5.71020
H 2.16199 3.48345 3.69843
H 1.81749 3.90116 1.23587
H -0.14293 -0.14341 3.25760
C 3.13935 -2.41380 -2.10057
N 2.05823 -3.15360 -1.49731
C 1.64572 -4.45952 -2.00142
C 0.42730 -4.79672 -1.12324
N 0.42670 -3.70644 -0.15469
C 1.30428 -2.77842 -0.45803
S 1.53590 -1.27757 0.37529
H 3.00485 -2.40433 -3.18377
H 4.10473 -2.86957 -1.86704
H 3.11706 -1.39357 -1.73017
H 2.45919 -5.18396 -1.90866
H 1.37841 -4.37288 -3.05611
H 0.52876 -5.75505 -0.61825
H -0.49938 -4.79381 -1.69565
H -0.34953 -3.47781 0.46568
O -2.41809 0.94096 -0.11100
N -2.43636 1.99580 -0.91313
C -2.03093 3.19053 -0.44230
C -2.07276 4.30773 -1.24057
C -2.51239 4.19046 -2.55291
C -2.90233 2.94855 -3.01826
C -2.85581 1.85287 -2.17659
H -1.69571 3.17709 0.58110
H -1.74254 5.25388 -0.83619
H -2.54292 5.05541 -3.20161
H -3.23928 2.80814 -4.03507
H -3.11520 0.84134 -2.45446

=====

two) 46
Properties=species:S:1:pos:R:3 method="wB97M-V/def2-TZVPD" orbital_gap_ev=6.36 molar_mass_da=704.182 e_lumo_ev=-0.07
Rh -0.31123 -0.57804 0.23410
S 1.57968 3.18178 2.14091
Sb -0.58811 2.53155 1.86645
S -0.73740 1.55213 -0.40997
S -0.64602 0.08461 2.40260
C -0.45550 -0.41017 -5.37036
C -0.34500 -1.24801 -4.12878
C -0.28885 -2.63562 -4.16858
C -0.18872 -3.37269 -2.99938
C -0.15267 -2.66988 -1.81357
Br 0.00732 -3.53046 -0.13845
N -0.21283 -1.35019 -1.74968
C -0.30183 -0.64782 -2.87759
H -0.32215 -1.01631 -6.26488
H 0.29638 0.37886 -5.37619
H -1.43390 0.06877 -5.42903
H -0.31689 -3.14844 -5.12241
H -0.13555 -4.45095 -3.00352
H -0.33631 0.42927 -2.74653
C 4.46809 1.64269 0.27283
N 3.95456 0.87932 1.38619
C 4.37515 1.21345 2.74547
C 3.28572 0.57284 3.61954
N 2.47182 -0.14859 2.64238
C 2.79453 0.22195 1.40441
S 1.94193 -0.15356 -0.03242
H 5.55583 1.56848 0.25197
H 4.16683 2.68849 0.37739
H 4.06610 1.25281 -0.65704
H 4.39538 2.29943 2.85704
H 5.37075 0.81070 2.94205
H 2.67799 1.33358 4.10949
H 3.69570 -0.11325 4.35924
H 1.47658 -0.30615 2.82121
O -2.34969 -1.18726 0.04997
N -3.26729 -0.47094 0.68122
C -3.77832 0.61593 0.08149
C -4.71575 1.38818 0.73374
C -5.12649 1.03367 2.00857
C -4.58152 -0.09231 2.60290
C -3.63162 -0.82382 1.92427
H -3.38855 0.81443 -0.90184
H -5.10716 2.26255 0.23528
H -5.85965 1.63012 2.53355
H -4.86290 -0.40008 3.59892
H -3.13842 -1.70104 2.30702

=====

Stability, highest: two)